Formula: C12H21Cl12FO6
Source: the OMol25 dataset
Level of theory: ωB97M-V/def2-TZVPD

## Properties
* E_HOMO (alpha / beta): 0.11 / -6.70 eV
* lowest unoccupied orbital energy (alpha / beta): 2.0 / 2.0 eV
* HOMO-LUMO gap (alpha / beta): 1.9 / 8.7 eV
* net charge: -1
* <S²>: 0.75
* 2S+1: 2

Geometry (Å):
C  0.059640  12.550960  -1.098650
O  0.045650  11.110960  -1.320380
C  0.931160  10.581080  -2.081790
O  1.808620  11.173880  -2.757410
O  0.758130  9.327980  -1.892090
C  1.402170  8.387120  -2.726860
H  1.064420  12.766670  -0.735360
H  -0.731630  13.041000  -0.531330
H  -0.040950  13.022680  -2.076130
H  0.662560  7.715030  -3.162020
H  2.035070  7.679030  -2.191930
H  1.955170  8.805960  -3.567620
C  -1.823800  15.224080  2.869040
C  -2.624940  15.004410  1.588300
O  -1.728380  15.448720  0.596300
C  -0.495230  15.363760  1.157470
O  0.561300  15.453610  0.523780
O  -0.507570  15.287080  2.491060
F  -3.775810  15.679230  1.573810
H  -2.059700  14.506660  3.655030
H  -1.983920  16.116390  3.474220
H  -2.959770  13.991790  1.363380
C  2.772340  12.454780  -5.328030
Cl  3.168680  10.759140  -5.812640
Cl  2.916490  13.515030  -6.734040
H  1.766560  12.555680  -4.920210
H  3.451930  12.871010  -4.584380
C  -2.040450  11.034760  -4.488600
Cl  -2.811120  10.437080  -2.999120
Cl  -3.025140  11.409970  -5.874350
H  -1.392190  11.901270  -4.358150
H  -1.415940  10.209930  -4.831720
C  -1.458110  10.813240  1.789930
Cl  -2.857830  11.428410  0.768010
Cl  -0.364720  12.105810  2.430200
H  -1.693850  10.068220  2.549850
H  -0.835000  10.294970  1.061070
C  1.546750  7.204300  -6.924270
Cl  2.777760  6.980290  -5.657490
Cl  -0.085290  7.406110  -6.283110
H  1.771420  8.137280  -7.441150
H  1.566770  6.444930  -7.705980
C  2.760590  8.712070  1.291130
Cl  4.041340  9.937330  1.392920
Cl  1.415380  8.891670  2.381880
H  2.454580  8.755870  0.245880
H  3.276020  7.790110  1.560260
C  0.246230  16.233360  -2.704390
Cl  -0.563240  17.148980  -3.985820
Cl  1.294850  14.950960  -3.407590
H  0.860640  16.776610  -1.986430
H  -0.520240  15.759940  -2.090790

Cartesian forces, eV/Å:
C 1.3 0.4 -1.6
O -2.4 2.4 1.9
C 2.9 3.3 -1.3
O -2.1 -1.6 1.1
O 0.5 -3.6 -0.5
C 0.1 -1.1 -1.0
H -0.3 0.4 0.3
H -0.1 -1.5 0.6
H 0.3 -0.1 -0.2
H -0.5 0.3 0.0
H 0.3 0.5 0.5
H 0.0 0.4 0.4
C -2.0 0.1 2.3
C -0.3 -1.0 0.6
O 0.6 -0.3 0.3
C 4.0 1.0 -1.9
O -2.9 -0.3 1.2
O 0.9 -0.6 -1.3
F -0.8 1.6 -0.1
H 0.5 -1.0 -0.6
H -0.8 0.8 -0.8
H 0.8 -0.4 0.2
C 0.0 0.2 0.1
Cl -0.2 0.8 0.6
Cl -0.1 0.2 -0.2
H 0.1 -0.6 -0.3
H 0.2 -0.7 -0.1
C 1.3 -0.9 0.0
Cl 0.0 0.7 -0.6
Cl -1.0 0.2 -0.3
H -0.3 -0.1 0.7
H 0.0 0.1 0.2
C 1.6 -1.5 -0.3
Cl -1.8 0.6 -0.9
Cl 0.6 0.9 0.7
H -0.5 0.1 0.6
H -0.1 0.1 -0.1
C 0.2 0.9 -0.6
Cl -0.3 -0.2 -0.5
Cl 0.0 -0.3 0.1
H 0.1 0.0 0.3
H 0.0 -0.4 0.7
C 0.9 -0.5 -0.4
Cl 0.1 0.5 0.3
Cl -0.3 0.3 0.1
H -0.3 -0.3 0.3
H -0.3 0.0 -0.4
C 0.0 -0.9 0.5
Cl 0.3 0.2 0.4
Cl -0.3 0.4 0.2
H 0.0 0.5 -0.7
H 0.0 -0.2 -0.3